# 1
Density functional theory data (ωB97M-V with the def2-TZVPD basis set) for C25H71N6O13V as an isolated structure at a distorted geometry.

Computed properties:
Gap between HOMO and LUMO in Eh: 0.2760
LUMO level in Ha: -0.072

```
! wB97M-V def2-TZVPD RIJCOSX def2/J DEFGRID3
* xyz 0 1
H 0.1367 19.5590 18.2529
O 6.6573 15.6275 13.4922
H 8.3858 22.4787 12.8632
C 1.8839 17.9838 15.3644
C -2.2327 17.7637 17.6746
H 8.9461 16.1110 15.6527
H 5.5014 21.1657 11.5362
H 3.7815 18.8659 21.1720
H 6.8845 21.7913 14.7576
H 3.6049 18.6426 22.8038
H 8.4930 19.7535 16.0782
C 3.9990 12.9091 15.4324
H 3.4080 16.2293 20.0227
H -0.2304 16.9534 17.9708
H 8.7221 17.3252 18.6699
H 7.8518 15.7086 16.9382
O 4.9351 19.3338 18.8005
N 0.9865 20.0760 18.0777
H -2.2793 17.5329 16.6103
C -1.2396 16.8721 18.3745
H 1.5224 17.8959 21.7745
H 4.1365 16.5626 15.5954
C 2.1752 18.7818 10.6837
O 2.2419 16.3080 22.5752
O -1.8482 19.1143 17.9223
H 8.5485 21.5563 11.3834
O -2.5049 16.3549 13.8982
H 7.2738 22.8098 11.5641
C 6.2285 21.4138 13.9733
H -1.1534 17.0954 19.4379
H 5.1864 17.7013 16.2773
N -0.1008 21.8691 15.1015
H -2.3332 18.9541 12.6717
H -0.1590 15.3438 12.5914
O 5.7044 11.8438 16.6831
H -1.9705 16.6643 12.0253
C 5.0506 14.0023 17.4329
C 4.1282 17.4429 16.2381
H 1.9995 21.1629 12.8668
H 3.2423 12.3782 16.0100
H 0.4758 21.4925 15.8403
H 2.1869 17.4385 19.5172
O 6.3564 20.8179 17.1482
C -1.5711 16.9226 13.0061
H 1.7156 15.7797 20.2034
N 7.3994 17.0967 11.9828
C 8.3080 17.8624 16.8352
H -1.7147 18.7328 14.2729
H -0.1163 20.4711 19.8939
C 5.2630 13.1347 16.2059
H 4.2332 13.6585 18.0668
H 5.9905 13.5810 15.5278
C 8.6855 16.3619 16.6809
H -3.1751 17.5597 18.1829
C 3.3058 18.4914 15.6182
H 1.1351 21.3998 20.7531
N 0.8098 20.8692 19.9576
C 3.6568 18.0537 21.8881
H 7.5677 20.1097 13.0696
H 1.6027 19.8948 17.2982
H 4.5652 17.4513 21.8973
H 5.6811 20.6493 14.5246
O 8.5457 18.1495 18.2106
H -0.1113 15.9054 14.2672
H -0.6065 18.8751 12.9425
H -2.3333 15.4112 13.8578
O 2.6544 19.6304 9.6933
H 2.1567 20.9687 14.5685
H 9.2541 18.5310 15.0280
C 0.3926 21.7305 13.8646
C 9.1420 18.8781 16.0552
H 4.2316 12.3734 14.5121
O 3.3082 19.7124 16.2688
H 6.6472 11.8604 16.8635
N 6.0987 17.7289 13.5716
O -0.2750 21.9912 12.8753
C 6.9600 20.9594 12.7583
H 7.4256 18.0844 11.7737
C 3.2386 18.5909 11.7457
C 2.3742 17.2469 21.5710
H -2.1819 19.5759 17.1495
C 2.4076 16.6219 20.2046
H 8.1029 16.5049 11.5643
H 9.4891 16.1023 17.3700
C 7.8214 22.0074 12.0585
H 3.7905 18.5866 14.6466
N 1.6292 21.3374 13.7901
H -1.1055 21.9721 15.1057
H 1.5135 15.7539 22.2851
H 1.8946 16.9565 15.0001
H 2.8177 17.9648 12.5324
H 3.5551 19.5572 12.1384
H 7.2445 18.0060 16.6437
C -0.1885 16.2275 13.2288
H -1.5375 15.8274 18.2858
C 1.6286 20.6797 19.0389
H 0.6009 16.8928 12.8791
H 4.1691 18.1229 11.4244
C -1.5591 18.4343 13.2362
C 6.7055 16.7212 13.0543
O 2.7592 21.0599 19.0053
O 6.0019 20.4129 11.8592
H 3.7626 17.1184 17.2123
H 1.3422 19.1408 11.2882
H 4.6892 14.9808 17.1167
H 1.9037 17.8499 10.1877
H 1.1293 17.9258 16.1488
H 1.3709 18.6037 14.6291
H 5.3979 17.5534 14.2774
H 5.5969 22.2751 13.7559
H 3.5345 13.8307 15.0816
H 2.5515 19.1878 8.8477
H 5.8546 14.0078 18.1688
V 4.9320 20.5232 17.7825
H 6.1919 18.6406 13.1472
H 10.1106 19.0994 16.5035
*
```

# 2
Density functional theory data (ωB97M-V with the def2-TZVPD basis set) for a 10-piece molecular cluster, C25H73F6N5O10P overall at a distorted geometry.

Computed properties:
Gap between HOMO and LUMO in Eh: 0.3391
LUMO level in Ha: 0.088

```
! wB97M-V def2-TZVPD RIJCOSX def2/J DEFGRID3
* xyz -1 1
H -5.7361 -0.8975 1.2110
H -4.3292 -0.1643 0.4813
O -5.0894 -2.8336 2.5208
H -6.0599 0.5212 -1.8714
C -2.2770 4.0441 1.6211
H 0.3651 -0.6200 1.9540
O 3.2299 3.4469 -1.4685
H 2.7213 -0.1522 0.9792
C 2.8930 0.2263 1.9878
H 5.3272 -0.9108 -3.7359
C 4.7383 4.5559 0.0621
F -2.2027 -0.1558 -2.1039
F -1.3792 -0.1979 -0.0026
C -4.9032 -0.2123 1.4085
H -0.2249 -5.8641 0.9157
H 1.3884 4.4417 1.0639
H 1.8675 0.9615 3.7599
H 2.5478 5.1384 2.2841
N 0.6559 -0.2562 2.8631
H -4.7537 -4.7099 1.8473
H 0.0683 -2.9374 0.5892
H -0.2197 -3.9753 -5.0883
H 2.3137 -0.9843 -1.8210
H 3.7437 1.8703 -2.6367
H -0.1992 -3.2311 -3.4684
H -6.6455 1.3457 -4.4385
H 5.3555 -3.8850 0.9619
F -0.0867 -0.3243 -2.9699
H -2.8092 1.8326 -0.7456
H 2.1658 -1.8346 -3.8445
N 0.4360 -3.3466 1.4498
O -2.6517 3.0133 2.5151
C 1.7404 4.4323 2.1058
C -4.0434 -0.6273 2.5715
H -4.1729 -4.4480 3.5258
C 4.2126 3.2438 -0.4784
O -2.8210 -3.7537 -1.2007
H -2.6606 0.9433 2.6222
H 0.1639 2.3416 2.4519
O -6.7705 0.6495 -3.7931
O 3.6687 -4.7525 0.2610
H -1.7592 -3.5332 -4.3317
H 1.5717 -4.8120 2.2005
H -4.9178 -0.1273 -3.0856
C 0.7468 -5.6280 0.4878
O 4.7083 -1.2559 -4.3808
H 0.6577 -5.4573 -0.5889
C -4.9558 -4.2063 2.8004
H 0.8853 -2.5249 1.8469
H -1.6519 4.3342 -1.6834
H 4.9914 -3.4662 -0.7706
H -5.1764 1.5922 -2.8096
H -3.2742 -2.4513 3.3676
H -2.3086 -0.2536 1.6448
H -1.9031 4.0364 4.2240
C 1.6877 0.8125 2.6898
C 1.1847 2.1150 2.1067
C 2.6852 -3.8405 0.6477
H -4.2516 -2.4548 -2.0642
F 0.7583 -0.5277 -0.8408
N -3.1679 2.6595 -0.2917
P -0.7413 -0.3391 -1.4562
H 3.3066 -0.5929 2.5785
H -3.7513 2.4075 0.4969
N -2.6974 -0.0716 2.5622
C -2.7475 3.4429 3.8471
H -0.1912 0.2293 3.1614
H -2.8811 5.2714 -0.7314
H -0.5606 -1.2631 -4.4198
H -5.4952 0.6901 1.6054
H 3.0209 -3.2065 1.4841
H 6.7272 4.7776 -0.9183
H 5.0150 3.4552 1.8385
H 6.0411 6.1999 -0.2582
H -1.1703 2.9076 0.1922
C 1.3620 -4.4295 1.1935
H -3.0911 4.7827 1.5318
H 1.4167 -6.4825 0.5909
H 5.2897 5.5738 -1.7164
O 2.0864 3.1289 2.4763
C 2.8421 2.2721 -2.1679
H 4.9641 2.5143 -0.8207
H -5.8990 -4.5768 3.2046
H 6.3286 3.9209 1.0959
N 5.4075 4.2659 1.3642
H 1.0488 2.0115 1.0179
H 3.7073 2.6907 0.3290
C 4.1846 -2.4961 -3.8972
O -0.5591 -1.9914 -5.0680
H 0.8678 4.7169 2.7210
H -2.8077 2.5808 4.5076
C -2.0754 3.5188 0.1990
H 3.6570 1.0089 1.9581
H 1.9513 2.4961 -2.7443
H -3.2808 -2.5174 1.5923
C 2.8992 -2.2687 -3.1592
C -5.6864 0.6246 -2.8954
C -3.8206 -2.1517 2.4692
H -4.5430 -0.4450 3.5235
C -0.7078 -3.2551 -4.4302
H -4.6641 -3.1244 -0.4408
H -4.7398 -4.0514 -1.9378
H 3.8590 5.1553 0.3016
O 3.1618 -1.3875 -2.0528
H -3.5860 4.1296 4.0084
C 4.9474 -4.2357 0.0083
H 2.4775 -3.1624 -2.6839
H 4.9732 -2.9692 -3.3060
F -0.5032 1.2839 -1.4621
H 4.0121 -3.1429 -4.7592
H 2.4402 -3.0940 -0.1206
C 5.7688 5.2784 -0.7820
C -1.9333 4.7406 -0.7113
F -0.8715 -1.9245 -1.4542
H -1.4243 4.6326 1.9703
H 5.5475 -5.0520 -0.3975
C -4.1523 -3.3082 -1.3865
H 2.5194 1.5460 -1.4068
H -1.0732 5.3258 -0.3748
H -2.2539 -2.9854 -1.3858
*
```

# 3
Density functional theory data (ωB97M-V with the def2-TZVPD basis set) for C26H13BrCl2F5IInN4O5S as an isolated structure at a distorted geometry.

Computed properties:
Gap between HOMO and LUMO in Eh: 0.2836
LUMO level in Ha: 0.072
ΔE to the lowest compared entry with this formula, charge and spin in kJ/mol: 109.3

```
! wB97M-V def2-TZVPD RIJCOSX def2/J DEFGRID3
* xyz -1 1
C -0.2431 -2.7264 1.9763
C -4.0821 0.7969 -0.8253
C -0.7602 -3.5949 2.9223
C 1.3901 2.2656 -1.1335
C 2.2771 -1.4244 -4.7135
F 3.2649 -3.5462 2.1773
F 2.2721 -5.2594 4.0051
C 1.7626 3.6756 2.3105
C 2.1465 3.2019 -1.8366
S 1.8708 -1.5178 0.6316
H 0.9103 2.8116 4.0544
C 2.6792 4.4526 0.1281
C -0.2109 0.5469 3.0190
H -5.9894 2.0753 -0.3420
H 2.1970 4.5206 2.8189
C 1.4437 -4.4344 3.3499
C 0.0780 -4.4530 3.6246
O 0.7994 1.2888 -1.7318
C 1.9336 3.5594 0.9174
H -2.2705 2.5983 1.8532
H 2.2025 0.2134 -3.3203
N -2.5509 1.4645 0.6779
H 0.5639 -3.2372 -1.8454
C -2.8376 0.1894 -1.0814
C -5.3833 0.6334 -1.4797
O -2.7970 -0.7991 -3.2407
O -6.3429 1.4955 -1.0271
O -1.2460 -1.3857 -1.7795
C 1.9746 -0.8273 -3.4982
H -1.1539 0.3258 2.5201
O -5.6722 -0.1678 -2.3219
Br 0.9437 -5.2661 -4.0039
C 1.9461 -3.5505 2.4089
C 1.9692 -2.7616 -4.8958
C -2.3021 -0.7169 -2.1407
H 2.1810 -3.2731 -5.8248
C 1.3198 2.4503 0.2863
Cl 3.4813 5.7871 0.8851
C 1.0726 -2.7460 -2.6662
H 2.7538 -0.8578 -5.4999
H -4.4698 2.2333 0.8714
C 2.7981 4.2681 -1.2247
C 1.0657 2.7200 2.9909
H 0.3941 -0.3601 3.0241
C 1.3563 -3.4216 -3.8424
N 0.6578 1.5213 0.9910
C 0.5256 1.6220 2.2931
H -0.4064 0.8426 4.0472
H 3.3905 4.9410 -1.8229
N 1.3842 -1.4721 -2.5044
In 0.0196 -0.2486 -0.5507
F -1.1132 -1.9137 1.3379
F -2.0736 -3.5868 3.1727
I -2.3384 3.7503 3.0016
N -1.9669 0.6107 -0.1659
Cl 2.2953 3.0104 -3.5460
F -0.4238 -5.2671 4.5638
C -3.8164 1.5895 0.3044
C 1.1278 -2.6485 1.7024
*
```

# 4
Density functional theory data (ωB97M-V with the def2-TZVPD basis set) for a 19-piece molecular cluster, C26H15BCl73NO2PS overall at a distorted geometry.

Computed properties:
Gap between HOMO and LUMO in Eh: 0.2919
LUMO level in Ha: -0.102

```
! wB97M-V def2-TZVPD RIJCOSX def2/J DEFGRID3
* xyz 1 1
H 3.1938 -4.7341 3.3859
Cl 1.5636 -11.7072 3.1744
H 0.1668 -7.0537 1.7098
H 2.5226 -2.5815 4.3737
Cl -1.0148 8.9162 3.1732
Cl 1.4868 -9.0127 2.1017
C -6.2712 -0.0186 -3.6356
H 5.7805 -1.9996 2.9014
H 0.3446 -3.0191 0.8683
Cl 0.8931 1.8459 -11.2247
Cl 9.3998 -1.9576 -3.6972
C -7.1884 7.0731 2.2067
C -3.1645 -8.4772 1.8538
Cl 3.7764 6.4860 -1.7201
Cl -3.6666 -7.6127 0.3883
Cl -2.8365 -10.3671 -1.8049
Cl -2.2260 2.8863 8.4971
C 0.3981 2.7540 -9.7836
C -2.4480 2.5798 4.1974
Cl 8.1318 -3.8313 -1.5365
Cl -5.9558 6.8894 3.4689
C 3.7744 -2.5548 1.8249
Cl -0.7021 2.3224 4.0121
O -1.2422 -0.8431 4.0105
Cl 0.6193 -11.2536 0.4747
Cl -2.5666 5.3087 10.0519
Cl -5.7101 12.5309 -1.8852
Cl 8.6843 -1.1907 -0.4741
Cl 1.6909 8.4598 -1.3474
Cl -3.3066 7.5194 4.2700
P 0.8067 -4.7535 2.5122
Cl 3.4270 -10.9191 1.1030
C -4.5102 -10.4575 -2.3891
Cl -0.2367 0.3218 -1.6104
H 0.3761 -5.9378 0.2657
C -3.3584 4.1852 8.9308
Cl -2.7703 4.3119 4.3660
Cl 0.8183 -1.5073 -9.3171
Cl -4.5691 -11.4362 -3.8668
Cl -8.7474 6.4686 2.8031
Cl -7.3117 12.0518 0.4812
C 1.7740 -10.7255 1.7140
Cl -4.9837 0.6095 -2.5865
C -5.7491 11.7378 -0.2993
C 4.7867 -2.2143 2.4235
B -0.8061 -1.7914 3.0346
N 2.1673 -1.3251 0.4994
Cl -3.8511 5.0591 7.4695
Cl -6.0565 -1.7667 -3.8519
C 2.0950 2.5721 -4.4857
Cl -7.8493 0.2960 -2.8898
H -1.2579 -1.3469 4.8565
H -1.7071 -3.5405 3.0947
Cl -4.4419 12.3778 0.7151
H 2.5494 -6.4673 2.9909
Cl 0.3044 -1.9299 -6.4960
C 2.4515 -2.6454 8.2970
C 7.4051 -2.3043 -0.9956
Cl -2.2079 1.6568 -3.2624
Cl 0.8839 -1.9065 7.9086
C 8.9549 -2.4414 -5.3452
C 2.0271 6.7322 -1.5526
Cl 0.5225 10.0791 -4.3584
Cl -5.5338 9.9882 -0.5066
C 1.0976 -3.0718 1.7332
Cl -5.1042 -8.8219 -2.7394
Cl 6.3036 -2.6211 0.3655
Cl -1.9370 6.4661 1.9336
Cl 3.4975 2.8291 -5.5425
Cl 2.3020 -0.0072 -7.3349
Cl -4.7897 3.4833 9.7088
H 1.6787 -1.3247 -0.4153
Cl -4.5875 -9.1852 2.6389
Cl -2.7251 1.2490 -0.4358
H 1.3744 0.3882 1.7644
Cl 3.6995 -1.9975 7.2099
Cl -6.7048 6.1477 0.7708
C 2.3136 -5.4394 3.4076
C 0.0180 -5.9818 1.3377
C 1.5556 -1.5716 -7.7059
Cl 2.3179 8.0317 -5.3510
Cl 2.8803 -2.2718 9.9747
Cl 1.6359 0.8598 -4.5136
Cl -3.5179 8.8807 1.7142
H 3.0352 -0.7769 0.3758
Cl 6.4908 -1.5726 -2.3323
H -1.1099 -5.8326 1.3175
Cl 2.9693 -3.7446 -0.4408
Cl 1.2054 6.1348 -3.0066
C 0.7656 -1.7377 2.5845
H 1.9908 -5.6154 4.4881
Cl -3.0238 1.7190 5.6403
Cl 8.5008 -4.1571 -5.3547
Cl 2.5124 3.0430 -2.8242
H 0.1697 -0.5897 0.8668
C -1.4784 1.6000 -1.6479
Cl 2.7932 -2.8432 -7.6714
O -1.7377 -2.7451 2.5166
Cl -0.7289 3.1639 -1.2819
Cl 2.3438 -4.4045 8.0905
S 1.6140 -1.5350 4.2328
Cl -3.2909 1.9604 2.7617
Cl 7.5808 -1.4628 -5.8985
Cl -6.1914 0.7872 -5.2144
Cl 3.3892 10.4095 -4.0876
Cl -2.0220 -9.7625 1.4205
Cl -1.1641 2.1413 -9.2052
Cl 0.7331 3.5554 -5.0593
C 1.1614 -0.6669 1.4291
C 2.0949 9.7782 -5.1241
Cl 1.4365 5.8418 -0.1321
Cl 1.6174 2.5524 -8.5101
Cl 0.2452 4.4738 -10.1915
C -2.4440 7.9453 2.7726
Cl -2.3749 -7.3438 2.9698
Cl -7.3415 8.7878 1.7816
C 2.4658 -2.7328 0.9985
Cl -5.5297 -11.2030 -1.1437
Cl 10.3348 -2.1889 -6.4292
Cl 2.1495 10.5910 -6.6997
*
```

# 5
Density functional theory data (ωB97M-V with the def2-TZVPD basis set) for C26H15BrClF5N4O8P2Y as an isolated structure.

Computed properties:
Gap between HOMO and LUMO in Eh: 0.2654
LUMO level in Ha: 0.061
ΔE to the lowest compared entry with this formula, charge and spin in kJ/mol: 32.4

```
! wB97M-V def2-TZVPD RIJCOSX def2/J DEFGRID3
* xyz -1 1
H -3.7883 2.3769 0.3390
H -0.4900 -1.3366 -1.3654
H -0.0714 5.0287 1.8659
C -0.9244 4.0674 -1.7593
H -0.2451 4.5319 -1.0590
C 2.1682 0.5106 -1.0231
C -1.4316 3.5931 1.1173
N 1.1543 -0.2873 -0.6963
H 3.2570 1.5484 -2.5505
C -0.2399 3.9733 1.6817
Cl -0.5783 -0.9869 -4.1647
H -3.3532 2.4384 -4.2822
C -2.6783 2.8924 -3.5701
F -1.5200 -3.9460 0.0731
H -2.2849 -1.5895 0.9369
Br -0.6913 2.4393 -5.5568
O 2.6994 -2.2047 3.0673
O 1.5148 0.8101 1.9533
C -0.7273 1.2712 1.3137
F 2.9549 -2.4599 -0.0604
O 3.8024 -3.7125 4.8723
F -1.0870 -5.4515 -2.1093
C -1.3293 3.0039 -3.8630
H -4.2130 3.3794 -2.1497
C 0.7735 3.0525 1.9608
H 3.6768 -1.5012 6.1086
C -2.9845 1.6957 0.5867
C -1.7215 2.2096 0.9690
C -3.1541 3.4078 -2.3740
C -0.0848 -4.7286 -1.5848
C 2.4143 0.9079 -2.3293
C 0.5156 -0.3527 -2.9845
N -2.3958 4.6033 0.7993
N -0.9662 -0.0679 1.2802
O -1.1276 -2.9460 5.3633
H 2.7933 0.8386 -0.2014
F 3.3960 -4.0118 -2.2669
P -0.0468 -2.5450 4.4641
H 0.6033 3.6598 -3.2071
C -0.4471 3.5793 -2.9632
C 0.3319 -0.6958 -1.6576
F 1.3582 -5.4966 -3.2919
C 1.1583 -4.7525 -2.1962
N -2.8417 4.7135 -0.3498
C 2.1961 -4.0008 -1.6661
H -0.0775 -4.2751 3.0175
C 1.5799 0.4586 -3.3391
H -4.1613 -0.0643 0.3008
O 1.3723 -3.0461 5.0433
C -2.1473 -0.5129 0.9328
C -2.2834 3.9903 -1.4637
C -3.1994 0.3489 0.5701
C 0.5910 1.6897 1.7455
H 1.7362 0.7284 -4.3745
O 3.1678 -1.2818 5.3209
C 0.7277 -3.1862 0.1151
H 1.7229 3.3820 2.3610
O -0.1025 -3.3133 3.0041
C -0.2607 -3.9489 -0.4508
C 1.9349 -3.2560 -0.5342
P 2.8646 -2.6414 4.5152
Y 1.0743 -1.3842 1.8618
O 0.1157 -1.1467 3.9044
*
```